{
  "formula": "C6H6Si",
  "method": "the ωB97M-V functional and the def2-TZVPD basis",
  "lumo_energy_ev": [0.5, -1.9],
  "spin_multiplicity": 3,
  "homo_lumo_gap_ev": [6.3, 8.6],
  "elements": ["C", "C", "C", "C", "C", "C", "Si", "H", "H", "H", "H", "H", "H"],
  "xyz": [[2.448, 1.720, 1.046], [1.418, -2.995, -1.529], [1.915, 1.058, 0.070], [1.196, -1.843, -1.201], [-3.392, -0.764, 0.465], [-2.583, 0.052, 0.084], [0.946, -0.090, -0.794], [3.068, 2.487, 0.879], [1.837, -3.968, -1.460], [-4.195, -1.383, 0.426], [2.231, 1.713, 2.094], [-1.830, 0.706, 0.004], [-0.117, 0.627, -1.564]]
}